No. 1
{
  "formula": "C32H102N8O15",
  "method": "ωB97M-V with the def2-TZVPD basis set",
  "elements": ["O", "O", "O", "O", "O", "O", "O", "O", "O", "O", "O", "O", "O", "O", "O", "N", "N", "N", "N", "N", "N", "N", "N", "C", "C", "C", "C", "C", "C", "C", "C", "C", "C", "C", "C", "C", "C", "C", "C", "C", "C", "C", "C", "C", "C", "C", "C", "C", "C", "C", "C", "C", "C", "C", "C", "H", "H", "H", "H", "H", "H", "H", "H", "H", "H", "H", "H", "H", "H", "H", "H", "H", "H", "H", "H", "H", "H", "H", "H", "H", "H", "H", "H", "H", "H", "H", "H", "H", "H", "H", "H", "H", "H", "H", "H", "H", "H", "H", "H", "H", "H", "H", "H", "H", "H", "H", "H", "H", "H", "H", "H", "H", "H", "H", "H", "H", "H", "H", "H", "H", "H", "H", "H", "H", "H", "H", "H", "H", "H", "H", "H", "H", "H", "H", "H", "H", "H", "H", "H", "H", "H", "H", "H", "H", "H", "H", "H", "H", "H", "H", "H", "H", "H", "H", "H", "H", "H"],
  "positions_angstrom": [[-0.0799, -5.3112, 3.9015], [-3.7150, 5.8224, 0.5216], [-0.7518, -2.1429, 3.8830], [0.6393, -0.4978, -1.1631], [4.4363, -5.3520, -1.8237], [-3.9329, -3.4344, -0.4446], [-4.4046, 1.7976, -1.6171], [4.1530, -2.4993, 1.7430], [3.5747, 3.5503, -0.5296], [-6.0407, -4.0359, 3.4787], [-3.0020, 0.4384, 2.5228], [6.4186, -0.0573, -5.9603], [0.1333, -1.0059, -5.9378], [0.7489, 3.5323, 3.4477], [1.8364, -2.0193, 3.2251], [-0.5900, 0.9532, 3.7264], [4.0458, 0.6457, -4.3296], [-4.6648, 0.1857, -4.4996], [4.8423, 0.4099, 1.1770], [3.3615, -1.9278, -0.8234], [-3.1308, -3.4653, 3.0133], [-3.4548, 2.6090, 0.8636], [-2.2121, -1.7174, 0.7729], [4.9196, 2.8036, -3.8282], [4.1473, 2.7488, 0.5028], [-3.6988, -3.8257, 4.2797], [-2.7294, 4.9077, -0.0365], [4.6271, -3.9960, -1.4326], [2.7733, -2.9684, -2.9270], [0.0063, 3.2643, 4.6293], [2.3198, 4.1384, -0.2632], [5.4443, -6.2074, -1.2953], [-3.6999, 1.0938, -3.9749], [-1.0917, 2.1115, 4.3204], [-7.0617, -4.9960, 3.1284], [-0.8379, -1.3924, 0.5538], [-4.9847, 0.5416, -1.1984], [-1.8240, 1.7831, 5.5975], [-2.4300, 3.6511, 0.7914], [-4.1242, -2.4507, 4.8807], [2.4309, 0.8899, 1.1444], [-4.3954, 2.1242, -3.0248], [0.8297, 0.0369, -2.4863], [4.9295, 1.7175, -4.8571], [3.8116, 1.2036, 0.5355], [-3.8130, 7.0437, -0.1142], [-0.0711, -2.7988, 0.6692], [-4.9287, -4.7389, 4.1077], [-2.8233, 1.7508, -5.0713], [6.2414, 0.1852, -7.2873], [3.3098, -3.2494, -1.4670], [-0.7547, -0.6243, -0.7617], [-1.0371, 2.9925, 0.5125], [2.0752, 4.0300, 3.6582], [6.3821, 1.1799, -5.1709], [-1.5789, -2.6246, 3.8875], [-2.0012, 2.7438, 6.0811], [-6.6293, -5.6947, 2.4121], [5.0513, 0.7166, 2.1164], [0.9916, -2.5842, 0.7818], [-4.5263, -5.5884, 3.5559], [-0.3292, 1.2568, 2.7991], [6.7420, 0.8002, -4.2147], [-3.0284, -3.1314, -0.3649], [-4.1686, -0.1731, -1.3043], [-2.2637, -2.3608, 1.5497], [-3.0178, 0.5391, -3.3305], [6.0267, -5.7707, -0.4840], [-5.2332, -5.1085, 5.0869], [-4.6436, -2.5961, 5.8279], [7.1045, 1.9627, -5.4022], [0.7490, -1.5420, -6.4375], [-4.3314, 7.1190, -1.0701], [-1.2168, 1.1806, 6.2731], [-0.9839, -1.2645, 4.1844], [-2.7516, 1.2179, 5.5071], [-2.9177, 7.6649, -0.1437], [-3.7311, 2.3166, -0.0628], [4.3963, 2.1021, -5.7265], [-0.3361, -3.5333, -0.0914], [-3.1599, -4.2921, 2.4339], [2.4974, -3.7849, -0.9757], [-4.2507, 3.1615, 1.1490], [1.7203, 3.5746, 0.4516], [3.2989, -2.1328, -3.3892], [-7.8831, -4.5666, 2.5548], [3.9282, 3.2297, -3.6747], [1.7476, -2.6347, -2.7694], [-0.7064, -1.4561, -6.0297], [-2.1920, 1.0162, -5.5712], [2.2957, 5.0698, 0.3025], [-4.3683, 7.5004, 0.7050], [2.0500, 4.9277, 4.2760], [-2.4667, 4.0640, 1.7995], [5.4122, 3.7342, -4.1103], [-0.5287, -0.7892, 1.4074], [-5.3781, 2.3944, -3.4114], [0.2818, 0.6760, 4.1546], [4.8680, -7.1068, -1.0786], [4.5046, -0.5415, 1.1453], [-3.9120, 3.0833, -3.2106], [4.1148, -1.4354, -1.2817], [-3.8425, -2.9859, 2.4807], [-7.4640, -5.6244, 3.9230], [5.1868, 2.6498, 0.1902], [-0.2119, -3.4349, 1.5431], [2.0426, -1.2377, 3.7377], [0.4247, -0.5735, -3.2934], [-2.5494, -0.8952, 1.2529], [-1.7503, 5.3724, -0.1529], [-2.9839, -4.3315, 4.9287], [1.6478, 1.1791, 0.4436], [-5.2932, 0.8395, -4.9443], [2.8133, -3.8390, -3.5818], [7.1139, 0.6378, -7.7584], [-2.9684, 4.7079, -1.0811], [2.3096, -0.1841, 1.2849], [-1.7182, 2.6337, 3.5973], [-3.1563, 1.1134, 1.8619], [3.8659, 0.7939, -0.4731], [0.6492, 2.7891, 5.3702], [-0.7545, 2.8406, -0.5292], [4.0623, -2.5879, 0.7942], [-1.3235, -1.0555, -1.5855], [2.5232, -1.4294, -1.0861], [0.8921, -2.1340, 3.3318], [1.9159, 0.1068, -2.5439], [-0.6391, -5.7985, 3.2964], [3.0674, 0.8286, -4.5009], [6.0962, -6.3879, -2.1501], [-4.8150, -1.8257, 4.3147], [0.3466, 1.0136, -2.5150], [-1.2245, 0.3587, -0.7313], [-5.2184, -0.2421, -3.7712], [5.3245, 2.3902, -2.9045], [-2.2488, 0.7573, 3.0201], [-3.3478, 2.3445, -5.8201], [-2.0652, 2.4060, -4.6421], [6.0935, -0.7844, -7.7628], [4.3180, -0.1506, -4.8882], [2.8228, 3.4269, 4.1735], [-3.2436, -1.8234, 5.0191], [-5.9555, 0.2941, -1.6277], [-0.3864, -4.4068, 3.8360], [-0.7637, 2.0988, 1.0735], [-0.3473, 4.2123, 5.0348], [4.9167, -4.0056, -0.3819], [1.7081, 4.2162, -1.1620], [5.3552, 0.8073, -7.4132], [-4.4077, -2.9533, 0.2332], [2.0880, 1.4681, 2.0025], [-5.2596, 0.4505, -0.1476], [4.1066, 3.2276, 1.4812], [5.3775, -3.5175, -2.0619], [2.5413, 4.2682, 2.7021], [-0.3232, 3.6949, 0.9427], [3.2534, -2.4863, 2.0698]],
  "forces_ev_per_a": [[0.0, -0.2, 0.2], [1.8, -3.1, -0.4], [0.4, 0.0, 0.4], [-1.1, -0.2, -0.3], [-0.2, 1.1, 0.5], [-0.8, -1.1, -0.5], [-0.8, 0.3, -0.6], [0.9, -0.4, 0.7], [-0.5, 0.0, 0.3], [0.3, -1.5, 0.4], [-0.4, -1.0, 0.5], [0.4, 1.6, 2.3], [0.1, 0.3, 0.1], [0.8, -0.5, -0.1], [0.7, 0.1, -0.2], [1.3, -0.7, -1.2], [1.4, -0.6, -0.1], [-0.5, -0.2, -1.2], [0.7, 1.1, -0.3], [0.9, -0.5, -0.1], [0.2, -1.1, -1.2], [-0.6, 0.9, -0.2], [-1.1, 0.5, 0.3], [0.4, 1.0, 0.3], [1.1, -1.6, -1.1], [-2.6, 1.9, 0.5], [0.5, 0.2, -0.9], [-0.8, -0.4, 0.7], [0.2, -0.5, 0.9], [0.2, -1.7, -0.4], [-0.8, -0.7, 1.0], [-0.7, -0.1, -1.6], [0.8, 0.8, 1.5], [0.0, 3.5, 1.4], [0.7, -0.3, -1.1], [0.8, -2.4, 0.5], [0.7, -0.2, -0.3], [0.0, 0.6, 0.6], [0.1, -0.8, 0.5], [0.1, -0.4, 0.9], [-0.8, 0.4, -1.1], [0.6, 0.2, -0.5], [-0.1, 0.0, 1.4], [-0.7, -0.1, -0.7], [-1.2, 0.7, 0.7], [-0.6, 1.6, 1.6], [0.6, 1.2, -0.3], [0.1, 0.9, 0.4], [0.3, -0.2, 0.4], [-0.5, -0.2, -1.5], [-1.3, 0.9, -2.3], [1.7, -0.2, -0.8], [0.2, 1.7, 0.6], [-0.2, 0.7, 0.1], [-1.3, -1.6, 1.6], [-0.6, -0.3, -0.6], [-0.4, -0.2, 0.4], [0.2, -0.3, -0.1], [-0.2, -0.3, 0.2], [0.2, -0.2, -0.8], [-0.6, -0.3, -0.6], [0.5, -0.5, -0.5], [-0.1, 0.1, 0.3], [0.3, 0.7, 0.2], [-0.6, -0.7, -0.4], [0.4, -0.3, 0.0], [0.2, -0.1, 0.1], [-0.3, -0.2, 0.2], [-0.2, -0.1, 0.1], [0.3, 0.0, 0.3], [-0.2, 0.0, -0.9], [0.2, -0.1, -0.1], [-0.1, -0.5, -0.1], [0.4, 0.1, 0.0], [-0.1, 0.6, -0.1], [-0.1, 0.2, -0.5], [0.7, -0.5, -0.3], [0.3, -0.1, -0.4], [0.6, 0.2, -0.6], [0.3, 0.5, -0.8], [0.9, -0.8, -0.2], [0.4, -0.5, 0.2], [-0.7, -0.4, 0.4], [0.0, -0.9, -0.2], [0.3, 0.0, 0.0], [0.1, 0.7, 0.5], [-0.4, -0.7, 0.3], [-0.2, -0.1, -0.4], [-0.3, -0.1, 0.0], [-0.4, -0.3, -0.2], [0.9, 0.8, -0.5], [-0.7, 1.1, -0.7], [-0.2, 0.4, -0.1], [0.7, 0.0, 0.3], [0.8, -0.2, -0.2], [0.7, 0.3, -0.2], [-0.7, -0.7, 0.2], [0.2, -0.2, 0.3], [0.7, -0.2, 0.5], [0.3, -0.3, 0.6], [0.6, 0.1, 1.1], [0.3, 0.4, 0.0], [-0.3, 1.0, 0.3], [0.1, 0.5, 0.6], [0.3, 0.6, 0.3], [-0.9, 0.8, 0.7], [0.3, 0.1, 0.1], [0.0, -0.3, 0.1], [-1.0, 0.4, -0.1], [0.1, 0.7, 0.4], [0.1, 0.0, -0.1], [-0.1, -0.2, -0.5], [-0.7, -0.5, -0.6], [-0.1, 0.0, 0.0], [0.1, 0.3, -0.1], [-0.6, -0.5, -0.2], [0.0, 0.1, 0.3], [-0.6, -0.3, 0.0], [-0.4, 1.1, -0.7], [-0.5, 0.6, -0.4], [0.4, 0.1, 0.3], [-0.4, 0.0, -0.1], [-0.3, 0.3, -0.4], [0.0, -1.0, 0.0], [-0.4, 0.1, 0.3], [-0.7, -0.3, 0.1], [-0.1, 0.3, -0.5], [-0.1, -0.2, -0.2], [0.0, 0.2, -0.2], [0.5, -0.4, 0.2], [0.0, -0.6, -0.7], [0.2, 0.3, -0.3], [0.1, 0.5, 0.7], [0.1, -0.1, 0.2], [-0.1, 0.4, 0.2], [0.2, -0.4, 0.2], [-0.3, -0.2, 0.0], [-0.2, 0.2, 0.4], [-0.2, 0.0, -0.2], [-0.4, -0.6, 0.1], [-0.5, -1.0, 0.1], [0.0, -0.1, 0.3], [0.3, 0.0, -0.9], [0.1, 0.4, 0.0], [-0.9, -0.3, -0.1], [-0.6, -0.1, 0.1], [0.5, 0.2, 0.1], [0.4, 0.1, -0.2], [-0.1, 0.1, -0.6], [0.1, 0.2, 0.0], [0.8, 0.0, 0.7], [0.5, 1.2, 0.4], [-0.2, 0.0, 0.1], [0.2, 0.2, 0.0], [-0.5, 0.1, -0.1], [0.3, 0.2, -0.3], [-0.5, 0.0, 0.3]],
  "relative_energy_ev": 2.486,
  "multiplicity": 1,
  "homo_ev": -8.3
}


No. 2
{
  "formula": "C32H14Cl3F4N8O4Rh",
  "method": "ωB97M-V with the def2-TZVPD basis set",
  "elements": ["Rh", "Cl", "Cl", "Cl", "F", "F", "F", "F", "O", "O", "O", "O", "N", "N", "N", "N", "N", "N", "N", "N", "C", "C", "C", "C", "C", "C", "C", "C", "C", "C", "C", "C", "C", "C", "C", "C", "C", "C", "C", "C", "C", "C", "C", "C", "C", "C", "C", "C", "C", "C", "C", "C", "H", "H", "H", "H", "H", "H", "H", "H", "H", "H", "H", "H", "H", "H"],
  "positions_angstrom": [[-0.0752, -0.9601, 0.9117], [4.8246, -1.0042, -2.1233], [5.1167, -0.7995, 0.7539], [3.9964, -3.1962, -0.4252], [2.2153, 0.2462, -4.8094], [3.1060, 2.6478, -5.2919], [-0.5361, 4.4784, -2.8076], [-1.4557, 2.0814, -2.3981], [-5.9288, -4.2842, -0.4200], [0.6006, -2.7533, 0.4596], [0.1704, -4.9102, 0.0474], [-5.1530, -5.7812, 1.1460], [-1.3256, -0.5884, -1.0513], [-1.7838, -2.2057, 1.0590], [1.7444, -0.4254, -0.3867], [0.3313, -2.2229, -4.8580], [1.9193, 0.8325, 2.5940], [4.0697, 5.4941, -5.4563], [-0.0329, 1.1310, 1.3715], [0.7379, 7.1261, -3.3947], [0.2925, -2.4842, 4.8633], [-3.9331, -3.8730, 0.6619], [-0.8890, 1.9745, 0.7483], [-4.1153, -2.5598, 1.1101], [0.1402, 3.4554, -3.3075], [-0.1891, -3.8011, 0.3374], [-1.1637, -0.4500, 3.6439], [-0.1046, -0.2229, -3.2902], [-5.1621, -4.7653, 0.4338], [1.8498, 4.9560, -4.2486], [1.3448, 3.6987, -4.0643], [-1.2677, -0.6666, 5.0144], [2.7918, -0.8785, -0.4624], [-3.0210, -1.7588, 1.3100], [3.0873, 5.2154, -4.9321], [1.1201, 1.6297, 1.8531], [-0.6125, 3.2909, 0.5000], [-2.6325, -4.3237, 0.4140], [0.1629, -1.3387, -4.1438], [-0.3162, -1.2473, 2.8911], [-0.5391, -1.6773, 5.6267], [1.9943, 2.5194, -4.5859], [0.3371, 1.0447, -3.5812], [1.5240, 1.2810, -4.3573], [1.4840, 2.9688, 1.6024], [-0.3255, 2.2147, -3.0789], [1.2064, 6.1422, -3.7552], [0.4043, -2.2754, 3.4893], [4.1438, -1.4654, -0.5681], [0.6324, 3.7838, 0.9090], [-0.8121, -0.4627, -2.0700], [-1.5904, -3.4552, 0.6120], [-3.1103, -0.7422, 1.6683], [2.8080, 1.1674, 2.9166], [-1.3349, 3.9127, -0.0090], [-0.6289, -1.8466, 6.6917], [0.9197, 4.8041, 0.6867], [0.8511, -3.2890, 5.3259], [-5.1106, -2.1715, 1.2779], [1.0405, -2.9220, 2.8985], [-1.8309, 1.5382, 0.4420], [2.4429, 3.3268, 1.9544], [-1.7511, 0.3363, 3.1870], [-2.4128, -5.3270, 0.0762], [1.6595, -0.1245, 2.7853], [-1.9252, -0.0377, 5.6025]],
  "forces_ev_per_a": [[-1.7, -2.0, 1.1], [0.0, 0.1, -0.2], [0.0, 0.1, 0.0], [-0.1, -0.2, 0.0], [-0.1, 0.0, 0.0], [0.0, 0.1, 0.1], [0.1, 0.0, -0.1], [0.0, -0.1, -0.1], [-0.1, -0.4, 0.3], [0.6, -0.1, -0.2], [0.4, -0.2, -0.1], [-0.3, 0.1, -0.3], [-0.3, 0.2, -0.5], [0.5, 1.5, 0.0], [0.1, 0.2, 0.3], [0.0, 0.0, 0.0], [0.2, -0.2, -0.2], [0.0, 0.0, 0.0], [-0.5, 0.3, -0.4], [0.0, 0.1, 0.0], [-0.1, 0.0, -0.1], [-0.2, -0.1, -0.1], [0.0, -0.1, 0.1], [0.2, -0.2, -0.1], [-0.4, -0.4, 0.3], [0.3, 0.3, 0.1], [0.0, 0.0, 0.2], [0.0, 0.1, 0.1], [0.3, 0.2, 0.0], [0.0, -0.2, 0.0], [0.3, 0.8, -0.1], [0.0, 0.0, 0.0], [0.5, -0.1, -0.2], [0.3, 0.0, 0.0], [-0.2, 0.0, 0.0], [-0.2, 0.1, 0.2], [0.0, 0.1, 0.0], [-0.3, 0.2, 0.2], [0.3, -0.1, 0.3], [1.1, -0.2, -0.2], [0.0, -0.1, 0.0], [0.0, -0.5, -0.1], [-0.1, -0.7, 0.3], [0.1, 0.3, -0.6], [0.1, 0.0, 0.0], [0.2, 0.6, 0.4], [0.1, -0.1, -0.1], [0.0, 0.1, 0.3], [-0.3, 0.1, 0.2], [0.0, 0.0, 0.0], [-0.2, 0.2, -0.9], [-0.6, 0.2, 0.1], [0.0, 0.0, 0.0], [0.0, 0.0, 0.0], [0.0, 0.0, 0.0], [0.0, 0.0, 0.0], [0.0, 0.0, 0.1], [0.0, 0.0, 0.0], [0.0, -0.1, 0.0], [0.0, 0.0, 0.0], [0.1, -0.1, -0.1], [0.0, 0.0, 0.0], [0.1, 0.0, 0.0], [-0.1, 0.0, 0.0], [-0.1, 0.1, 0.1], [0.0, 0.0, 0.0]],
  "multiplicity": 1,
  "homo_ev": [-7.4, -7.4]
}


No. 3
{
  "formula": "C32H14F8N2RuS3Sb",
  "method": "ωB97M-V with the def2-TZVPD basis set",
  "elements": ["Sb", "Ru", "S", "S", "S", "F", "F", "F", "F", "F", "F", "F", "F", "N", "N", "C", "C", "C", "C", "C", "C", "C", "C", "C", "C", "C", "C", "C", "C", "C", "C", "C", "C", "C", "C", "C", "C", "C", "C", "C", "C", "C", "C", "C", "C", "C", "C", "H", "H", "H", "H", "H", "H", "H", "H", "H", "H", "H", "H", "H", "H"],
  "positions_angstrom": [[-0.0581, 0.9385, -1.9983], [-0.0509, 0.0841, 0.9573], [-1.1152, 0.2214, 2.8596], [1.5569, 1.5068, 1.3063], [1.1536, -1.5651, 1.7844], [-0.6577, 6.9081, 2.2184], [5.1352, -2.3203, -3.1552], [-1.3574, 2.4585, 0.9126], [-2.3044, 4.9274, 1.3190], [-3.9561, -3.1933, 0.7609], [2.9289, 3.8954, 2.2762], [-2.3564, 0.0353, -7.7337], [1.9637, 6.3630, 2.6875], [-0.9253, -2.1267, 8.5565], [2.1714, -4.3798, 7.1597], [1.6227, -3.6249, 6.4912], [3.1916, -2.1149, -1.8573], [1.1544, 5.4024, 2.2493], [-3.3054, -0.9762, 0.3891], [1.3610, -2.5705, 4.3171], [-0.3271, -0.8835, 3.9453], [1.6674, -0.2839, -2.2995], [-0.1156, -1.9022, 6.1117], [0.9531, -2.6904, 5.6288], [-1.3806, -0.5355, -1.0432], [2.5280, 0.1573, -3.3072], [-0.5776, -0.5956, -4.6649], [-2.1268, -2.8151, -0.6570], [-1.8467, 0.2216, -6.5019], [-0.1825, 5.6838, 2.0102], [3.6972, -0.5219, -3.6038], [2.0202, -1.4206, -1.5801], [-1.5528, 1.5954, -4.5874], [-2.4234, -0.0794, -0.2177], [-0.8015, 0.5953, -3.9765], [-1.0996, -0.7930, -5.9332], [0.8241, 3.0915, 1.5730], [-3.1283, -2.3200, 0.1693], [4.0048, -1.6518, -2.8689], [-2.0841, 1.4178, -5.8583], [-1.0171, 4.6786, 1.5547], [-0.5656, -2.0333, 7.4703], [-1.2619, -1.9227, -1.2530], [1.6383, 4.1254, 2.0347], [-0.7404, -1.0008, 5.2759], [0.7088, -1.6757, 3.4631], [-0.5007, 3.4136, 1.3463], [2.2863, 1.0433, -3.8850], [-2.6340, 0.9789, -0.1329], [-1.7321, 2.5339, -4.0755], [-4.1105, -0.6330, 1.0231], [-0.9342, -1.7095, -6.4824], [2.1798, -3.1737, 3.9484], [-2.6681, 2.1851, -6.3465], [4.3653, -0.1922, -4.3869], [3.4707, -2.9969, -1.2981], [1.3830, -1.8045, -0.7921], [0.0233, -1.3803, -4.2205], [-2.0457, -3.8810, -0.8187], [-1.5519, -0.3910, 5.6498], [-0.4937, -2.3030, -1.9141]],
  "forces_ev_per_a": [[-0.4, 0.0, -0.6], [-0.5, 0.4, 0.4], [-0.4, -0.1, 0.3], [0.5, 0.2, 0.1], [0.1, -0.6, 0.0], [0.0, -0.1, 0.0], [0.0, 0.0, 0.0], [0.1, 0.1, -0.1], [0.0, 0.0, 0.0], [0.0, 0.1, 0.0], [0.0, 0.0, 0.0], [0.0, 0.0, 0.0], [0.0, 0.0, 0.0], [-0.1, 0.0, 0.1], [0.0, 0.0, 0.0], [-0.1, 0.1, -0.1], [0.0, 0.0, 0.0], [0.0, 0.0, 0.0], [0.0, 0.1, 0.0], [0.0, 0.1, -0.1], [0.1, 0.0, 0.1], [0.1, 0.0, 0.0], [0.0, -0.1, 0.1], [0.0, 0.0, 0.1], [0.4, 0.0, 0.1], [0.0, 0.0, 0.0], [0.0, 0.0, 0.0], [-0.1, 0.0, 0.0], [0.0, 0.0, -0.1], [0.0, 0.0, 0.0], [0.0, 0.0, 0.0], [0.0, 0.0, 0.0], [0.0, 0.0, 0.0], [-0.2, -0.2, -0.3], [0.0, 0.0, 0.0], [0.0, 0.0, 0.0], [0.1, 0.0, 0.0], [0.0, -0.1, 0.0], [0.0, 0.0, 0.0], [0.0, 0.0, 0.0], [0.0, 0.0, 0.0], [0.1, 0.0, -0.1], [0.0, 0.1, -0.1], [0.0, 0.0, 0.0], [0.1, 0.1, -0.1], [0.1, 0.0, 0.0], [-0.1, -0.1, 0.0], [0.0, 0.0, 0.0], [0.1, 0.0, 0.1], [0.0, 0.0, 0.0], [0.0, 0.0, 0.0], [0.0, 0.0, 0.0], [0.0, 0.0, 0.0], [0.0, 0.0, 0.0], [0.0, 0.0, 0.0], [0.0, 0.0, 0.0], [0.0, 0.0, 0.0], [0.0, 0.0, 0.0], [0.0, 0.0, 0.0], [0.0, 0.0, 0.0], [0.0, 0.0, 0.0]],
  "relative_energy_ev": 0.100,
  "multiplicity": 2,
  "homo_ev": [-8.1, -8.5]
}